Molecular formula: C31H37N9O2PTi
Method: DFT, ωB97M-V with the def2-TZVPD basis set

Last column: Löwdin spin population.
Atoms and positions in Å:
1 Ti 0.08778 -0.15952 0.03232  0.951
2 N 0.33376 -2.25835 -1.07626  -0.003
3 C 1.12469 -2.18807 -2.32698  0.000
4 C 0.94085 -0.83305 -2.96670  0.001
5 N 1.28247 0.25187 -2.00966  -0.002
6 C 0.80010 1.53779 -2.57125  0.000
7 C 0.70359 2.56598 -1.47029  0.002
8 N -0.25455 2.03397 -0.46891  0.002
9 C 2.75840 0.30780 -1.80026  0.001
10 C 3.13777 0.26707 -0.33290  0.005
11 N 2.31609 -0.76065 0.33258  0.000
12 H 0.59472 -3.10589 -0.58077  0.000
13 H -0.64502 -2.34919 -1.33615  0.001
14 H 0.83516 -2.96508 -3.03566  0.000
15 H 2.17440 -2.37315 -2.08766  0.000
16 H -0.09919 -0.69822 -3.25857  0.000
17 H 1.56099 -0.75589 -3.86559  0.000
18 H -0.18747 1.37044 -2.99999  0.000
19 H 1.46001 1.88144 -3.37276  0.000
20 H 0.37585 3.52681 -1.86792  0.000
21 H 1.67050 2.72299 -0.98854  0.000
22 H -1.18603 2.12034 -0.87534  0.002
23 H -0.29584 2.64687 0.34264  0.000
24 H 3.17019 1.20745 -2.26001  0.000
25 H 3.22176 -0.53384 -2.31579  0.000
26 H 2.93052 1.22172 0.15096  0.001
27 H 4.20795 0.07596 -0.23327  0.001
28 H 2.60345 -0.85190 1.30161  0.000
29 H 2.51770 -1.66239 -0.08984  0.000
30 O -2.20337 0.41967 -3.05723  0.004
31 C -2.36684 0.19827 -1.87252  0.003
32 O -1.49665 -0.46134 -1.14790  0.027
33 C -3.59122 0.67143 -1.15249  0.000
34 C -4.70882 0.94458 -1.94213  0.000
35 C -5.90192 1.33861 -1.36647  0.000
36 C -5.98578 1.47383 0.01463  0.000
37 C -4.87542 1.22610 0.80074  0.000
38 C -3.66148 0.82959 0.23382  -0.001
39 P -2.26523 0.58319 1.39690  -0.007
40 C -2.14250 2.22559 2.20077  -0.001
41 C -1.46730 2.39202 3.41237  -0.001
42 C -1.29541 3.65220 3.96793  0.000
43 C -1.76077 4.77971 3.30585  -0.001
44 C -2.40458 4.63421 2.08552  0.000
45 C -2.59911 3.37096 1.54099  -0.001
46 C -3.06393 -0.57041 2.56835  0.000
47 C -3.11156 -0.43767 3.95312  0.000
48 C -3.74424 -1.40351 4.72730  0.000
49 C -4.34222 -2.50381 4.13254  -0.001
50 C -4.31198 -2.63801 2.75005  0.000
51 C -3.67056 -1.68426 1.97576  -0.001
52 H -4.62066 0.82687 -3.01348  0.000
53 H -6.76687 1.53340 -1.98618  0.000
54 H -6.91604 1.77493 0.47808  0.000
55 H -4.95058 1.34635 1.87558  0.000
56 H -1.07681 1.53773 3.95061  0.000
57 H -0.80544 3.75034 4.92913  0.000
58 H -1.62998 5.76120 3.74160  0.000
59 H -2.77828 5.50360 1.56046  0.000
60 H -3.13386 3.28772 0.60348  0.000
61 H -2.70121 0.42867 4.45082  0.000
62 H -3.78517 -1.27811 5.80149  0.000
63 H -4.84633 -3.24307 4.74047  0.000
64 H -4.80041 -3.47781 2.27222  0.000
65 H -3.67824 -1.78937 0.89556  0.000
66 N 1.77268 1.81775 3.64309  0.001
67 C 1.46010 1.96069 2.35762  0.002
68 N 0.89916 0.84575 1.92430  0.004
69 C 0.88273 0.04878 3.03633  0.002
70 N 1.40656 0.61099 4.09843  0.000
71 C 0.28498 -1.27547 2.98615  0.002
72 C 0.12525 -2.06439 4.11578  -0.001
73 N -0.48921 -3.24007 4.05696  0.002
74 C -0.94839 -3.61319 2.87490  0.000
75 C -0.78579 -2.83122 1.73505  0.003
76 N -0.15552 -1.66247 1.77833  0.002
77 H 2.20936 2.48464 4.26305  0.000
78 H 1.65446 2.86025 1.79480  0.000
79 H 0.49282 -1.73234 5.07924  0.000
80 H -1.47451 -4.55780 2.80827  0.000
81 H -1.19696 -3.15434 0.78919  0.000

The expectation value of S² is 0.753. The total charge is +2. The value obtained for the HOMO energy (spin up / spin down) is -13.6 / -13.7 eV. The energy above the lowest of the compared OMol25 structures with the same formula, charge and spin is 0.0 kJ/mol. As for the spin multiplicity: 2. As for the LUMO energy (spin up / spin down): -5.96 / -5.96 eV. The orbital gap (spin up / spin down) comes out at 0.2795 / 0.2828 Eh.



Molecular formula: C31H38As2O3PS2Sc
Method: DFT, ωB97M-V with the def2-TZVPD basis set

Last column: Löwdin spin population.
Atoms and positions in Å:
1 Sc -20.42392 -1.98184 -2.04218  0.820
2 C -22.47087 -8.09937 -1.74644  0.000
3 C -21.69006 -7.16912 -2.63364  0.000
4 O -20.96497 -6.23621 -1.76355  0.000
5 P -20.24826 -4.90671 -2.22560  0.005
6 S -19.73791 -3.92352 -0.58965  0.018
7 S -21.28214 -3.88029 -3.53914  0.016
8 O -18.97200 -5.34668 -3.05873  0.002
9 C -17.86781 -6.06543 -2.41903  0.001
10 C -17.19671 -6.80798 -3.51614  0.000
11 H -22.99469 -8.78347 -2.43855  0.000
12 H -23.22430 -7.56578 -1.18238  0.000
13 H -21.83146 -8.68089 -1.07938  0.000
14 H -22.28214 -6.54455 -3.27730  0.000
15 H -20.93924 -7.60761 -3.24336  0.000
16 H -18.28923 -6.81891 -1.74786  0.000
17 H -17.25462 -5.36851 -1.83481  0.000
18 H -17.77959 -7.60516 -3.93683  0.000
19 H -16.23309 -7.25854 -3.15711  0.000
20 H -17.01402 -6.13124 -4.33700  0.000
21 C -16.88996 0.64186 -1.91198  0.012
22 As -18.09609 -0.67833 -2.63990  0.065
23 C -16.98588 -2.21720 -3.02489  0.009
24 C -18.39744 0.12479 -4.37406  0.018
25 C -17.32741 -0.05946 -5.39756  0.001
26 C -16.13319 0.68434 -5.34929  0.001
27 C -15.10580 0.38989 -6.23231  0.000
28 C -15.26348 -0.53299 -7.24826  0.001
29 C -16.44586 -1.27604 -7.29735  0.000
30 C -17.44480 -1.03812 -6.40438  0.001
31 H -15.87147 0.55976 -2.39245  0.001
32 H -16.80072 0.48414 -0.83607  0.000
33 H -17.27995 1.62305 -2.08644  0.001
34 H -16.16804 -1.96920 -3.69593  0.000
35 H -17.60242 -2.96817 -3.53303  0.004
36 H -16.57231 -2.74678 -2.17415  0.001
37 H -18.48543 1.18448 -4.18562  0.001
38 H -19.37221 -0.23437 -4.77917  0.006
39 H -15.99099 1.45047 -4.59885  0.000
40 H -14.19223 0.94339 -6.18041  0.000
41 H -14.43942 -0.73192 -7.94774  0.000
42 H -16.52819 -1.99879 -8.07435  0.000
43 H -18.37292 -1.60518 -6.49236  0.000
44 O -21.73174 -0.38650 -1.80666  0.009
45 As -23.27200 0.02251 -1.23196  0.001
46 C -24.00205 -1.50042 -0.28952  0.002
47 C -24.13111 -2.69754 -1.03630  0.002
48 C -24.65635 -3.80928 -0.37741  0.001
49 C -25.04441 -3.70467 0.96069  0.000
50 C -24.83841 -2.55969 1.66816  0.001
51 C -24.34505 -1.39083 1.04370  0.000
52 C -23.07890 1.68839 -0.26914  0.000
53 C -21.75983 2.03999 0.13512  0.000
54 C -21.48889 3.38592 0.45948  0.000
55 C -22.48706 4.32909 0.43971  0.000
56 C -23.78398 3.96415 0.05292  0.000
57 C -24.05981 2.66480 -0.32990  0.000
58 C -24.28061 0.37110 -2.79099  0.000
59 C -23.66930 0.34205 -4.01909  0.000
60 C -24.42471 0.64109 -5.17692  0.000
61 C -25.77304 1.00419 -5.03100  0.000
62 C -26.40057 1.01924 -3.80470  0.000
63 C -25.65343 0.72254 -2.66625  0.000
64 H -23.90028 -2.78068 -2.08318  0.001
65 H -24.84145 -4.71841 -0.95740  0.000
66 H -25.52871 -4.53316 1.45347  0.000
67 H -25.17946 -2.50045 2.69760  0.000
68 H -24.32240 -0.41784 1.54524  0.000
69 H -21.02142 1.25447 0.15408  0.000
70 H -20.46176 3.67817 0.67957  0.000
71 H -22.32257 5.40876 0.56322  0.000
72 H -24.52990 4.74099 -0.02230  0.000
73 H -25.07380 2.48636 -0.75260  0.000
74 H -22.59709 0.10401 -4.08141  0.000
75 H -23.96046 0.57274 -6.13078  0.000
76 H -26.33244 1.23254 -5.93396  0.000
77 H -27.44262 1.29402 -3.68561  0.000
78 H -26.13400 0.73873 -1.71042  0.000

The expectation value of S² is 0.751. The total charge is +1. The value obtained for the HOMO energy (spin up / spin down) is -8.2 / -10.8 eV. As for the spin multiplicity: 2. As for the LUMO energy (spin up / spin down): -2.00 / -2.00 eV. The orbital gap (spin up / spin down) comes out at 0.2272 / 0.3234 Eh.



Molecular formula: C31H38BNOSb2SiV
Method: DFT, ωB97M-V with the def2-TZVPD basis set

Last column: Löwdin spin population.
Atoms and positions in Å:
1 V 0.16147 0.36578 0.09821  2.769
2 C -2.98321 -2.37257 1.82489  -0.002
3 Sb -1.31465 -1.94841 0.60036  0.015
4 C 0.16978 -2.68912 1.95360  0.017
5 C -1.30534 -3.70162 -0.64886  -0.005
6 C -2.06855 -3.46463 -1.92462  0.000
7 C -3.43973 -3.72074 -1.95486  0.000
8 C -4.20580 -3.46045 -3.07941  0.000
9 C -3.60286 -2.93614 -4.21322  0.000
10 C -2.23950 -2.68929 -4.20185  0.000
11 C -1.45633 -2.94178 -3.07604  0.000
12 C 0.02063 -2.65149 -3.15265  -0.008
13 Sb 0.56652 -0.74802 -2.35049  0.031
14 C -0.48444 0.42110 -3.77363  0.017
15 C 2.50230 -0.59152 -3.18890  0.001
16 H -2.85760 -3.37493 2.23175  0.000
17 H -3.91139 -2.30940 1.26039  0.000
18 H -3.00761 -1.64152 2.63290  0.000
19 H 0.05491 -3.76668 2.07435  0.002
20 H 0.04931 -2.18300 2.90932  0.000
21 H 1.17064 -2.47698 1.57919  0.003
22 H -1.74535 -4.50811 -0.06086  0.000
23 H -0.25576 -3.94202 -0.81480  0.000
24 H -3.91244 -4.13763 -1.07117  0.000
25 H -5.26694 -3.67506 -3.07297  0.000
26 H -4.18366 -2.73036 -5.10266  0.000
27 H -1.76114 -2.29413 -5.09137  0.000
28 H 0.33352 -2.58518 -4.19589  -0.001
29 H 0.63387 -3.41628 -2.67597  0.000
30 H -0.12846 0.18357 -4.77588  0.001
31 H -0.30647 1.47443 -3.56222  0.000
32 H -1.55048 0.20945 -3.70361  0.000
33 H 2.45211 -0.76846 -4.26259  0.000
34 H 3.17615 -1.31256 -2.72927  0.000
35 H 2.87475 0.41491 -2.99933  0.000
36 B 3.08013 3.45514 -1.85594  0.010
37 C 2.08451 2.47004 -1.13032  0.057
38 N 1.36139 1.70402 -0.64445  0.016
39 H 2.92748 3.23501 -3.04746  0.003
40 H 2.76064 4.58714 -1.55271  0.003
41 H 4.19553 3.15319 -1.47703  0.004
42 O -0.45328 0.45791 1.92873  0.040
43 Si -0.57083 1.87663 2.75363  0.005
44 C 1.05417 2.39046 3.49743  0.000
45 C 2.27278 2.08855 2.88236  0.001
46 C 3.47924 2.54111 3.39663  0.000
47 C 3.49146 3.31173 4.55160  0.000
48 C 2.29736 3.61944 5.18783  0.000
49 C 1.09336 3.16110 4.66523  0.000
50 C -1.81790 1.74922 4.12590  0.000
51 C -2.65373 2.81128 4.48312  0.000
52 C -3.55004 2.69470 5.54046  0.000
53 C -3.63147 1.50751 6.25399  0.000
54 C -2.81541 0.43620 5.91120  0.000
55 C -1.91820 0.56066 4.85908  0.000
56 C -1.08328 3.12545 1.46784  0.002
57 C -1.76530 2.66808 0.33322  0.007
58 C -2.07181 3.51183 -0.72721  0.002
59 C -1.70541 4.84751 -0.66307  0.001
60 C -1.04385 5.33031 0.45933  0.001
61 C -0.73403 4.47834 1.51105  0.001
62 H 2.29910 1.49449 1.97556  0.001
63 H 4.40624 2.30025 2.89172  0.000
64 H 4.43017 3.67166 4.95401  0.000
65 H 2.30287 4.21318 6.09341  0.000
66 H 0.17211 3.40185 5.18648  0.000
67 H -2.61811 3.74220 3.92513  0.000
68 H -4.18924 3.52880 5.80255  0.000
69 H -4.33120 1.41536 7.07541  0.000
70 H -2.87730 -0.49248 6.46507  0.000
71 H -1.28210 -0.28242 4.60610  0.000
72 H -2.09914 1.63075 0.28178  0.006
73 H -2.59244 3.12864 -1.59647  0.000
74 H -1.92716 5.51156 -1.48886  0.000
75 H -0.74905 6.37104 0.50351  0.000
76 H -0.17747 4.86832 2.35678  0.000

The expectation value of S² is 3.764. The value obtained for the HOMO energy (spin up / spin down) is -8.0 / -8.8 eV. The energy above the lowest of the compared OMol25 structures with the same formula, charge and spin is 68.5 kJ/mol. As for the spin multiplicity: 4. As for the LUMO energy (spin up / spin down): -0.06 / -0.25 eV. The orbital gap (spin up / spin down) comes out at 0.2915 / 0.3131 Eh.



Values of total energy, in order: -3037.316002 -7799.717093 -3072.938677, all in hartree.